{"formula": "C46H88N2O2P2", "method": "ωB97M-V/def2-TZVPD", "e_homo_ev": -5.03, "species": ["P", "P", "O", "O", "N", "N", "C", "C", "C", "C", "C", "C", "C", "C", "C", "C", "C", "C", "C", "C", "C", "C", "C", "C", "C", "C", "C", "C", "C", "C", "C", "C", "C", "C", "C", "C", "C", "C", "C", "C", "C", "C", "C", "C", "C", "C", "C", "C", "C", "C", "C", "C", "H", "H", "H", "H", "H", "H", "H", "H", "H", "H", "H", "H", "H", "H", "H", "H", "H", "H", "H", "H", "H", "H", "H", "H", "H", "H", "H", "H", "H", "H", "H", "H", "H", "H", "H", "H", "H", "H", "H", "H", "H", "H", "H", "H", "H", "H", "H", "H", "H", "H", "H", "H", "H", "H", "H", "H", "H", "H", "H", "H", "H", "H", "H", "H", "H", "H", "H", "H", "H", "H", "H", "H", "H", "H", "H", "H", "H", "H", "H", "H", "H", "H", "H", "H", "H", "H", "H", "H"], "xyz": [[-4.5464, -2.7551, 0.3831], [7.4133, 3.6290, -0.5504], [-5.4054, -2.2070, -1.0558], [-10.2620, -1.9629, -3.1715], [-6.2504, -4.7239, -0.7898], [-6.8376, -1.6883, -3.2310], [-5.6306, -1.5059, 1.4022], [-3.9886, 1.8971, 0.7606], [8.3253, 3.0209, -3.1961], [9.7584, 6.2181, 1.6976], [-3.9047, -2.3419, 5.0377], [1.7662, -0.3018, 0.8684], [-0.7097, -1.6543, -1.5475], [1.4204, -0.5166, -0.6225], [5.9707, 1.5719, 2.0381], [-4.6669, -1.4352, -1.9467], [-5.0534, 2.7289, 0.5064], [8.1175, 5.2841, -0.7805], [3.8829, 1.3375, -2.6167], [-2.8534, -2.4033, 2.7856], [-3.4305, -3.9929, -0.6303], [10.3753, 5.4035, 0.5655], [-6.3045, 2.1700, 0.5864], [4.5075, 2.9609, -0.7491], [-9.4998, -2.7294, -1.0227], [-3.7402, -3.4158, 2.0231], [5.3024, 2.7117, 2.7990], [-6.5055, 0.8361, 0.8697], [-7.9670, 0.4003, 0.9302], [5.6687, 3.9662, -0.8190], [8.2412, 2.5593, -1.7331], [-5.6725, -0.8191, -2.9703], [-5.4265, -0.0329, 1.0938], [-1.8162, -3.6024, 6.2513], [6.8038, 1.4048, -4.4355], [9.6381, 5.4967, -0.7748], [-6.3636, -6.1711, -0.7661], [0.6319, -1.8394, -0.8058], [7.8528, 3.1385, 1.1189], [-1.3021, -3.0601, -1.8328], [-2.8167, -2.7416, 4.2839], [-1.7563, -3.3809, 4.8880], [7.4509, 1.7823, 1.7190], [4.7125, 1.5653, -1.3577], [-8.0059, -1.2360, -2.4539], [-9.0773, -2.3586, -2.4526], [-3.9541, -2.5667, 6.3938], [-4.1778, 0.5698, 1.0479], [-5.8478, -4.1848, 0.5312], [-2.8787, -3.1954, 7.0039], [7.0417, 2.8515, -4.0141], [-1.9343, -3.6182, -0.5213], [0.4202, -2.2708, 0.1806], [-4.9154, 3.7774, 0.2583], [-8.6004, -3.2275, -2.9201], [9.8191, 6.4957, -1.1791], [5.8633, 0.6499, 2.6120], [3.6417, 3.4348, -1.2163], [-8.5129, 1.2305, 1.4030], [10.4804, 4.3600, 0.8705], [4.3954, 0.8106, -0.6344], [2.8239, 1.3091, -2.3626], [-1.3467, -1.1072, -0.8372], [-6.6863, -1.7137, 1.2143], [-1.7396, -2.8982, 0.2846], [6.1777, 3.2340, -3.4673], [8.9449, 3.1112, 1.1121], [-3.7511, -4.0771, -1.6761], [-1.8023, -2.4550, 2.4669], [-7.1728, 2.8041, 0.4054], [-0.5913, -1.0499, -2.4572], [-0.9876, -4.0894, 6.7646], [-2.9259, -3.3395, 8.0810], [-3.9498, -2.0262, -2.5465], [-8.7485, -3.3252, -0.4937], [-1.9728, -3.0699, -2.6954], [-7.1046, -6.5528, -0.0330], [2.5868, -0.9607, 1.1741], [-5.3727, -5.0360, 1.0359], [-3.2810, -0.0211, 1.2060], [-4.5694, -3.6730, 2.7007], [9.2716, 2.4844, -1.3643], [-1.3684, -4.5262, -0.2582], [10.1072, 4.8002, -1.4752], [5.4319, 4.7538, -0.0926], [4.2104, 2.8539, 0.2946], [-5.5126, -1.6210, 2.4918], [-5.1711, -0.4745, -3.8841], [-0.4380, -3.6921, -2.0890], [6.7546, 0.7284, -3.5799], [5.4507, 3.6827, 2.3197], [-4.7526, -1.8387, 4.5772], [-9.6780, -1.8334, -0.4110], [-6.7251, -3.9169, 1.1537], [5.7674, 1.3665, -1.5558], [-4.8143, -2.2197, 6.9602], [8.0137, 1.6660, 2.6487], [9.8488, 7.2873, 1.4987], [-8.0999, -0.4542, 1.5954], [-7.0955, -1.4885, -4.1971], [1.2553, -2.5764, -1.3290], [-3.1629, -4.3409, 1.8911], [-7.1214, -4.3112, -1.0918], [7.7558, 5.6103, -1.7609], [8.7018, 5.9947, 1.8528], [-7.6495, -1.1516, -1.4233], [5.4390, 1.3875, 1.1049], [-4.1546, -0.5780, -1.4833], [-10.9300, -1.8106, -2.4953], [5.8685, 1.3206, -4.9876], [11.3986, 5.7512, 0.4085], [0.8957, -0.5363, 1.4923], [7.1317, 3.4604, -4.9160], [4.0321, 2.1246, -3.3597], [-0.9034, -3.6843, 4.2866], [-3.5126, -5.0160, -0.2358], [-2.9775, 2.3021, 0.7266], [-10.4314, -3.3124, -1.0322], [4.2261, 2.5450, 2.8501], [-8.4194, 0.2635, -0.0540], [-6.7050, -6.5329, -1.7494], [-3.2328, -1.3775, 2.7436], [-3.4708, -1.7944, 0.2180], [4.1422, 0.3814, -3.0719], [7.5891, 3.9473, 1.8034], [7.8590, 1.5384, -1.6709], [-8.4134, -0.2758, -2.8049], [8.6204, 4.0730, -3.2262], [2.0244, 0.7457, 1.0866], [5.6077, 4.4790, -1.7841], [5.6802, 2.7745, 3.8210], [0.8711, 0.3290, -1.0521], [7.6319, 5.9583, -0.0704], [10.2715, 6.0077, 2.6359], [7.7871, 0.9793, 1.0570], [-6.0394, 0.1021, -2.4746], [9.1283, 2.4674, -3.6865], [2.3756, -0.5983, -1.1617], [-5.3941, -6.6512, -0.5882], [7.6062, 1.0600, -5.0901]], "mulliken_charge": [4.693, 1.235, 0.093, -0.629, -0.045, -0.402, -0.769, -0.871, -1.068, -1.269, -0.204, -1.378, -0.232, 0.178, 0.826, 0.139, -0.822, -1.495, -1.936, 0.954, -2.061, -0.378, -0.618, -1.073, -1.509, -1.780, -1.387, 1.234, -1.770, -1.126, -1.182, -1.359, 0.843, -0.591, -1.437, -0.818, -1.181, -0.980, -0.561, -1.450, -0.215, -0.341, -1.227, 0.896, 0.724, 0.055, -0.678, -0.185, -2.204, -0.430, 0.146, 0.962, 0.316, 0.363, 0.382, 0.496, 0.517, 0.693, 0.617, 0.227, 0.264, 0.453, -0.050, 0.084, -0.942, -0.203, 0.079, 0.584, -0.142, 0.384, 0.546, 0.327, 0.355, -0.079, 0.286, 0.390, 0.330, 0.283, 0.617, -0.023, 0.849, 0.666, 0.520, 0.231, 0.634, 0.156, -0.012, 0.413, 0.559, 0.260, 0.292, 0.277, 0.382, 0.154, -0.417, 0.385, 0.438, 0.368, 0.376, 0.312, 0.464, 0.356, 0.057, 0.533, 0.261, -0.880, -0.760, -0.029, 0.362, 0.400, 0.453, 0.455, 0.451, 0.362, 0.422, 0.371, 0.395, 0.442, 0.410, 0.151, 0.360, -0.258, -1.289, 0.442, 0.527, 0.735, 0.430, 0.314, 0.217, 0.755, 0.350, 0.431, 0.757, 0.359, 0.386, 0.306, 0.558, -0.139, 0.340, 0.429]}

---

{"formula": "C46H88N2OPS", "method": "ωB97M-V/def2-TZVPD", "charge": 1, "e_homo_ev": -8.85, "species": ["S", "P", "O", "N", "N", "C", "C", "C", "C", "C", "C", "C", "C", "C", "C", "C", "C", "C", "C", "C", "C", "C", "C", "C", "C", "C", "C", "C", "C", "C", "C", "C", "C", "C", "C", "C", "C", "C", "C", "C", "C", "C", "C", "C", "C", "C", "C", "C", "C", "C", "C", "H", "H", "H", "H", "H", "H", "H", "H", "H", "H", "H", "H", "H", "H", "H", "H", "H", "H", "H", "H", "H", "H", "H", "H", "H", "H", "H", "H", "H", "H", "H", "H", "H", "H", "H", "H", "H", "H", "H", "H", "H", "H", "H", "H", "H", "H", "H", "H", "H", "H", "H", "H", "H", "H", "H", "H", "H", "H", "H", "H", "H", "H", "H", "H", "H", "H", "H", "H", "H", "H", "H", "H", "H", "H", "H", "H", "H", "H", "H", "H", "H", "H", "H", "H", "H", "H", "H", "H"], "xyz": [[-8.0397, -6.2590, -0.4797], [6.8570, 4.4165, 3.4741], [-12.6665, -6.8909, -0.3217], [-7.8567, -4.5721, -0.9105], [-9.5912, -6.7367, -1.2116], [5.0385, -7.3603, -2.2985], [7.7136, 4.6752, 5.0501], [8.3811, 6.0097, 5.3763], [-6.6242, 1.6539, -2.9756], [-9.1216, 0.8244, -3.8331], [-5.9731, 1.7853, -1.4435], [-9.1240, -4.3454, -1.7101], [-12.0134, -7.6621, 0.7476], [-12.6506, -6.6202, -2.9349], [-11.3816, -6.6379, 1.9030], [5.3427, 2.0031, 2.7004], [8.4497, 1.8411, 0.7225], [5.7379, 5.7792, 3.2637], [10.7531, 5.2275, 4.7403], [2.4831, 5.5649, 3.5756], [-9.4747, -2.8991, -2.4300], [-4.5819, 0.9066, -1.2696], [-11.0526, -1.1446, -4.0682], [5.1211, -8.2391, -3.6957], [4.6293, -4.8072, -1.5015], [4.9252, -3.1990, -1.6580], [-12.6941, -7.6193, -1.6012], [-11.5921, -5.3748, -2.7880], [2.8588, 2.3534, 2.3016], [-10.5110, 0.1419, -3.1993], [-3.2323, 1.8724, -1.2748], [-7.8299, 0.5497, -2.8617], [-11.8792, -3.8872, -3.4892], [9.7126, 6.3349, 4.6906], [-10.2030, -5.5586, -1.9370], [1.7866, -0.0676, -0.8971], [-0.5694, 1.1748, -0.9890], [8.1417, 4.4602, 2.2531], [-10.8169, -2.6047, -3.3521], [-1.9077, 1.1578, -1.9359], [7.5708, 2.9659, 0.1995], [7.8779, 4.3484, 0.7608], [3.9396, -0.7588, -2.4916], [4.2738, 2.7169, 1.8826], [0.8454, 0.9158, -1.8425], [3.5745, 5.2718, 4.5984], [4.8070, 6.1555, 4.4175], [6.1094, 2.8261, 3.7316], [3.3982, 0.0798, -1.1802], [3.6867, -2.3805, -2.4118], [5.4999, -5.7707, -2.5028], [11.0291, 4.9951, 5.7734], [11.6595, 5.5422, 4.2107], [7.6686, 3.0033, -0.8928], [5.4734, 2.9061, 4.6201], [-5.7835, 1.1636, -3.6665], [9.5428, 6.6375, 3.6553], [2.6985, 2.5253, 3.3691], [-8.9346, 0.3936, -4.9291], [-12.3661, -7.2388, -3.9081], [-6.9305, 2.6848, -3.4363], [10.1371, 7.2212, 5.1784], [4.7620, -5.2074, -0.3928], [-5.7630, 2.9172, -1.2256], [4.8941, 1.1466, 3.2232], [2.8427, 5.4387, 2.5501], [7.6855, 6.8308, 5.1804], [-10.6320, -1.0693, -5.1699], [4.4250, -9.2081, -3.6646], [8.7822, 4.7062, 0.2451], [4.7396, -7.5880, -4.6203], [-0.6454, 0.2569, -0.2473], [4.3743, 2.4219, 0.8294], [1.4699, 1.9153, -1.9819], [5.0824, -0.5905, -2.7205], [2.6519, 1.2987, 2.0919], [-11.0871, -8.3079, 0.3796], [6.9499, 4.5107, 5.8230], [-7.3694, -0.4999, -3.1939], [1.3977, -1.1667, -1.0335], [6.5237, 2.7382, 0.3786], [-12.2216, -6.1388, 2.5528], [3.6951, -2.7817, -3.5343], [6.3779, 6.6509, 3.0914], [-3.5581, 2.8546, -1.8690], [8.4286, 3.8516, 5.1857], [3.1553, 5.4524, 5.5942], [8.1023, 0.8822, 0.3247], [5.3205, -5.5365, -3.6591], [3.7705, 1.2101, -1.2391], [-8.2459, 0.3788, -1.7751], [-10.6603, -5.8379, 1.3931], [1.6394, 4.8816, 3.7247], [0.6446, 0.4012, -2.8880], [4.4800, 7.1908, 4.2853], [-6.7108, 1.3917, -0.6046], [3.9262, -7.3890, -1.8887], [5.3743, 6.1362, 5.3595], [4.4074, 3.7956, 1.9038], [-1.6952, 1.7348, -2.9565], [-2.9387, 2.2394, -0.1949], [6.6587, -5.7530, -2.3274], [9.4904, 1.9795, 0.4145], [-12.8618, -3.7464, -4.1305], [6.2136, -8.6424, -3.9323], [-9.2354, 1.9870, -3.9669], [-12.7190, -8.3976, 1.3280], [3.3494, -0.3521, -3.4371], [-2.1703, 0.0358, -2.1492], [2.1077, 6.5866, 3.6847], [1.6098, 0.3116, 0.2202], [-11.7227, -8.3020, -1.7059], [6.9355, 2.1752, 4.0568], [5.9600, -2.9652, -2.1564], [10.4035, 4.3098, 4.2635], [-10.4300, -0.0770, -2.0523], [-11.3388, 0.9933, -3.3218], [-4.6217, 0.4375, -0.1736], [-10.6669, -7.2734, 2.6150], [8.4203, 1.7630, 1.8131], [-13.7237, -6.1614, -3.1292], [-8.7035, -2.0325, -2.2677], [3.8396, 4.2169, 4.5640], [3.4826, -4.9624, -1.7813], [8.5698, 6.0200, 6.4577], [8.9382, 3.7693, 2.5444], [7.0744, 5.0381, 0.4761], [5.1690, 5.6760, 2.3357], [8.5756, 5.4516, 2.3555], [-4.5127, -0.0033, -2.0034], [2.6445, -2.6892, -1.9718], [-12.2327, -1.0017, -4.1769], [3.9486, -0.3881, -0.2412], [5.7020, -7.9159, -1.5071], [-0.4255, 2.1511, -0.3556], [6.0636, 1.5442, 2.0205], [-13.6142, -8.3411, -1.6756], [2.1346, 2.9520, 1.7415], [4.9898, -2.7562, -0.5519]], "mulliken_charge": [0.145, 1.149, -0.313, -0.542, -0.403, -0.380, -1.436, -0.758, -0.496, -0.510, -0.680, 0.424, -0.268, -0.707, -0.823, -1.096, -1.381, -1.163, -1.235, -1.393, -0.465, -0.701, -0.587, -0.922, -0.668, -0.434, -0.468, 0.409, -1.748, -0.622, -0.504, -0.570, -0.776, -0.406, 0.352, -0.313, -0.576, -0.544, 0.464, -0.557, 0.508, -1.095, -0.620, 1.457, -0.433, 0.198, -1.079, -1.108, -0.153, -0.523, -0.428, 0.358, 0.366, 0.489, 0.815, 0.250, 0.263, 0.306, 0.255, 0.305, 0.385, 0.433, 0.295, 0.368, 0.643, 0.246, 0.234, 0.305, 0.283, 0.418, 0.263, 0.245, -0.385, 0.233, 0.290, 0.389, 0.232, 0.539, 0.120, 0.135, -0.477, 0.285, 0.259, 0.663, 0.293, 0.721, 0.459, 0.421, 0.214, 0.199, 0.315, 0.151, 0.392, 0.254, 0.553, 0.315, 0.289, 0.300, -0.450, 0.243, 0.279, 0.252, 0.357, 0.194, 0.240, 0.349, 0.308, 0.293, 0.301, 0.416, 0.092, 0.274, 0.639, 0.321, 0.247, 0.361, 0.317, 0.257, 0.282, 0.298, 0.318, 0.129, -0.256, 0.265, 0.481, 0.509, 0.356, 0.762, 0.022, 0.389, 0.210, 0.303, 0.093, 0.258, 0.260, 0.185, 0.352, 0.411, 0.178]}